{
  "formula": "C17H48N7O4P3",
  "method": "the ωB97M-V functional and the def2-TZVPD basis",
  "symbols": ["N", "C", "C", "P", "O", "C", "C", "C", "O", "H", "H", "H", "H", "H", "H", "H", "H", "H", "H", "H", "H", "O", "P", "N", "C", "C", "N", "C", "C", "N", "C", "C", "H", "H", "H", "H", "H", "H", "H", "H", "H", "H", "H", "H", "H", "H", "H", "H", "H", "H", "O", "P", "N", "C", "C", "N", "C", "C", "N", "C", "C", "H", "H", "H", "H", "H", "H", "H", "H", "H", "H", "H", "H", "H", "H", "H", "H", "H", "H"],
  "xyz": [[-4.618, 0.249, -0.541], [-3.942, -0.706, 0.426], [-4.987, -1.109, 1.615], [-4.460, -0.462, 3.376], [-2.824, -1.126, 3.583], [-4.466, 1.441, 3.456], [-3.345, 2.093, 2.233], [-1.684, 1.656, 2.487], [-2.317, 3.150, 2.755], [-3.994, 1.033, -0.839], [-5.546, 0.579, -0.197], [-2.884, -0.321, 0.813], [-3.687, -1.686, -0.207], [-6.086, -0.734, 1.478], [-4.997, -2.284, 1.708], [-2.911, -2.019, 4.059], [-5.477, 1.829, 3.015], [-4.147, 1.913, 4.474], [-3.754, 2.159, 1.049], [-0.881, 1.913, 1.674], [-1.415, 1.072, 3.472], [3.420, 1.573, 2.839], [3.803, 3.056, 3.066], [2.327, 3.654, 2.491], [1.865, 3.571, 1.121], [1.208, 3.476, 3.421], [5.105, 3.042, 1.970], [5.062, 3.471, 0.586], [5.955, 1.846, 2.046], [4.244, 4.761, 3.326], [4.369, 5.041, 4.758], [3.688, 5.934, 2.660], [1.006, 4.238, 0.969], [1.580, 2.548, 0.840], [2.606, 3.930, 0.409], [1.214, 4.287, 4.157], [1.279, 2.528, 3.965], [0.227, 3.493, 2.930], [4.427, 2.820, -0.019], [6.063, 3.463, 0.135], [4.730, 4.503, 0.483], [5.529, 1.010, 1.475], [6.080, 1.524, 3.084], [6.960, 2.050, 1.663], [3.384, 5.124, 5.233], [4.930, 5.964, 4.938], [4.916, 4.235, 5.257], [2.698, 6.200, 3.045], [3.609, 5.817, 1.578], [4.344, 6.800, 2.814], [-2.724, -4.574, -2.479], [-1.492, -4.773, -3.395], [-0.584, -3.555, -2.646], [-0.883, -2.140, -2.690], [-0.057, -3.928, -1.330], [-2.304, -4.353, -4.830], [-2.310, -3.046, -5.457], [-3.653, -4.922, -4.959], [-0.076, -5.001, -4.448], [0.541, -6.307, -4.196], [0.973, -4.033, -4.751], [-0.020, -1.558, -2.338], [-1.762, -1.882, -2.083], [-1.047, -1.779, -3.704], [0.870, -4.497, -1.457], [-0.762, -4.554, -0.772], [0.179, -3.065, -0.696], [-2.825, -2.305, -4.841], [-2.819, -3.073, -6.429], [-1.307, -2.693, -5.690], [-4.398, -4.322, -4.419], [-3.682, -5.942, -4.564], [-3.956, -4.988, -6.008], [1.117, -6.299, -3.263], [1.199, -6.604, -5.019], [-0.229, -7.080, -4.110], [1.686, -3.922, -3.927], [0.585, -3.043, -4.996], [1.538, -4.354, -5.634]],
  "atomic_forces_ev_per_a": [[0.584, 0.377, 0.816], [0.040, -1.065, -0.838], [1.201, 0.100, -0.062], [-0.345, -1.774, 0.916], [-1.704, -0.234, 0.048], [2.332, 1.773, -3.396], [3.600, -0.356, 1.058], [-2.924, 3.561, 0.145], [-1.607, -4.636, -1.261], [-1.059, -0.985, 0.508], [1.447, -0.179, -0.371], [-2.484, -0.624, -0.531], [-0.560, 1.942, 1.479], [2.045, -0.677, -0.045], [-0.101, 2.409, 0.077], [-0.136, 2.168, -0.976], [1.608, -0.929, 1.342], [-0.777, -1.105, -1.907], [1.248, 0.064, 3.619], [-1.776, -1.254, 1.530], [-0.592, 1.343, -2.224], [0.737, 0.119, 3.462], [-1.146, -0.235, -6.741], [-1.963, 0.812, -0.821], [0.081, -0.369, -0.473], [0.236, 0.122, 0.649], [2.204, -1.174, -0.439], [0.152, 0.727, 0.141], [-0.394, -0.314, 0.133], [0.671, 0.923, 3.507], [0.517, 0.272, 0.003], [-0.829, -0.166, -0.123], [0.016, -0.190, 0.293], [-0.064, 0.078, -0.163], [0.131, -0.158, 0.129], [-0.089, 0.030, 0.147], [-0.075, -0.013, -0.097], [0.403, 0.145, -0.079], [-0.110, -0.106, -0.157], [-0.061, -0.161, 0.302], [-0.210, -0.014, 0.022], [0.077, -0.069, 0.087], [-0.124, -0.036, -0.173], [-0.153, 0.266, -0.077], [0.057, 0.139, 0.169], [-0.129, 0.008, -0.058], [-0.036, -0.113, -0.032], [-0.064, 0.098, -0.049], [-0.057, -0.249, 0.184], [0.202, -0.321, 0.288], [0.847, -3.415, 0.530], [-1.782, 6.493, -1.286], [1.271, 1.674, 1.037], [-0.551, 0.391, -0.055], [0.172, -0.702, -0.055], [-1.958, -0.708, -1.399], [0.622, -0.082, -0.410], [-0.110, 0.016, 0.522], [1.587, -3.322, 0.212], [0.044, -0.191, -0.553], [0.117, 0.446, 0.711], [-0.090, -0.288, 0.162], [0.072, 0.185, -0.041], [-0.143, -0.197, 0.005], [0.106, -0.092, 0.106], [-0.002, 0.132, 0.038], [-0.125, -0.038, -0.409], [-0.097, 0.169, 0.083], [-0.031, -0.265, 0.226], [0.075, 0.068, 0.184], [-0.059, -0.119, -0.006], [-0.034, 0.202, 0.059], [0.271, 0.165, -0.020], [0.153, -0.162, -0.052], [0.038, 0.108, 0.085], [-0.094, 0.031, 0.071], [0.101, 0.082, -0.008], [-0.147, -0.169, 0.223], [-0.275, -0.381, 0.079]],
  "mulliken_charge": [-0.62, 0.25, -0.71, 0.08, -0.53, -0.58, 0.14, -0.30, -0.45, 0.26, 0.21, 0.01, 0.05, 0.39, 0.26, 0.34, 0.30, 0.36, 0.18, 0.21, 0.18, -0.83, 0.61, 0.34, -1.11, -1.17, 0.27, -1.05, -1.01, 0.07, -1.02, -0.92, 0.39, 0.30, 0.39, 0.24, 0.37, 0.33, 0.37, 0.38, 0.19, 0.30, 0.32, 0.35, 0.32, 0.34, 0.34, 0.30, 0.24, 0.35, -0.83, 0.64, 0.36, -1.11, -1.23, 0.25, -1.03, -1.00, 0.06, -1.03, -0.91, 0.45, 0.20, 0.38, 0.28, 0.35, 0.41, 0.36, 0.38, 0.19, 0.30, 0.32, 0.35, 0.32, 0.34, 0.35, 0.30, 0.24, 0.35],
  "total_energy_ev": -64880.8366,
  "homo_ev": -7.748,
  "smiles": "CN(C)P(=O)(N(C)C)N(C)C.CN(C)P(=O)(N(C)C)N(C)C.NCCP(O)C[C@@H]1CO1"
}